1.
{
  "formula": "C4H16NO3",
  "method": "wB97M-V/def2-TZVPD",
  "elements": ["C", "C", "C", "C", "O", "N", "H", "H", "H", "H", "H", "H", "H", "H", "H", "H", "H", "H", "H", "H", "O", "H", "H", "O"],
  "xyz": [[0.298, -0.969, 1.325], [-0.147, 0.468, 1.088], [0.893, 1.339, 0.343], [1.198, 0.819, -1.074], [0.073, 0.477, -1.765], [0.648, -1.219, 2.807], [1.139, -1.356, 0.764], [-0.516, -1.611, 0.967], [-1.065, 0.409, 0.455], [-0.679, 0.989, 1.895], [1.841, 1.296, 0.895], [0.436, 2.336, 0.288], [1.768, 1.688, -1.521], [1.892, -0.015, -1.197], [-0.623, 1.186, -1.987], [-0.176, -1.399, 3.382], [1.003, -0.311, 3.122], [1.435, -1.858, 2.919], [-1.423, 2.017, -3.854], [-2.758, 1.850, -2.993], [-1.807, 1.785, -3.010], [-0.827, -2.088, -1.466], [-1.713, -3.162, -0.653], [-0.889, -2.671, -0.730]],
  "mulliken_charge": [-0.64, -0.94, -0.49, -0.30, -0.18, -0.22, 0.45, 0.33, 0.36, 0.52, 0.32, 0.37, 0.32, 0.49, 0.52, 0.37, 0.36, 0.36, 0.31, 0.30, -0.62, 0.30, 0.32, -0.63],
  "spin_multiplicity": 2,
  "s2": 0.755,
  "orbital_gap_ev": [11.8, 5.6],
  "total_charge": 2,
  "energy_ev": -12020.2247,
  "e_homo_ev": [-18.3, -18.3]
}

2.
{
  "formula": "C37H53AsN5RuSSi2Te",
  "method": "wB97M-V/def2-TZVPD",
  "elements": ["Ru", "C", "C", "N", "C", "S", "N", "N", "C", "C", "C", "C", "C", "C", "C", "N", "H", "H", "H", "H", "H", "H", "H", "H", "H", "H", "H", "H", "H", "C", "N", "C", "C", "C", "C", "C", "C", "C", "C", "H", "H", "H", "H", "H", "H", "H", "H", "H", "H", "H", "H", "C", "Si", "C", "C", "As", "Si", "C", "C", "C", "H", "H", "H", "H", "H", "H", "H", "H", "H", "H", "H", "H", "H", "H", "H", "H", "H", "H", "Te", "C", "C", "C", "C", "C", "C", "C", "C", "C", "C", "C", "C", "H", "H", "H", "H", "H", "H", "H", "H", "H", "H"],
  "xyz": [[-0.597, 0.127, -0.169], [4.234, -1.062, -3.645], [3.326, 0.145, -3.810], [1.904, -0.156, -3.654], [1.303, -0.217, -2.450], [-0.444, -0.149, -2.430], [2.056, -0.351, -1.392], [1.320, -0.334, -0.226], [1.928, -0.640, 0.865], [3.339, -1.102, 0.946], [1.098, -0.520, 2.075], [1.604, -0.664, 3.353], [0.758, -0.459, 4.434], [-0.563, -0.119, 4.205], [-1.005, -0.013, 2.897], [-0.197, -0.224, 1.857], [5.258, -0.795, -3.914], [3.908, -1.884, -4.283], [4.227, -1.412, -2.614], [3.441, 0.566, -4.809], [3.593, 0.920, -3.089], [1.292, 0.041, -4.426], [3.725, -1.292, -0.050], [3.392, -2.022, 1.532], [3.963, -0.345, 1.429], [2.644, -0.917, 3.496], [1.134, -0.560, 5.443], [-1.256, 0.050, 5.016], [-2.036, 0.213, 2.668], [-2.627, 3.374, -2.062], [-3.170, 3.666, -0.742], [-4.604, 3.459, -0.646], [-2.493, 2.927, 0.318], [-1.005, 3.122, 0.253], [-0.556, 4.425, 0.481], [0.775, 4.763, 0.366], [1.682, 3.777, 0.007], [1.254, 2.475, -0.193], [-0.099, 2.094, -0.061], [-3.304, 3.766, -2.821], [-2.472, 2.301, -2.244], [-1.657, 3.856, -2.188], [-5.119, 4.036, -1.415], [-4.953, 3.810, 0.328], [-4.907, 2.405, -0.743], [-2.718, 1.854, 0.272], [-2.880, 3.313, 1.268], [-1.292, 5.185, 0.720], [1.101, 5.781, 0.544], [2.734, 4.018, -0.103], [2.005, 1.755, -0.465], [-2.196, -3.304, 2.688], [-1.569, -4.359, 1.249], [-3.093, -5.047, 0.379], [-0.707, -5.833, 2.031], [-0.284, -3.040, -0.129], [1.171, -4.546, -1.051], [0.278, -6.004, -1.827], [2.453, -5.237, 0.139], [2.132, -3.681, -2.412], [-3.079, -3.742, 3.165], [-2.465, -2.297, 2.360], [-1.412, -3.201, 3.445], [-3.735, -5.628, 1.050], [-2.791, -5.687, -0.454], [-3.678, -4.225, -0.039], [-1.394, -6.327, 2.727], [0.181, -5.524, 2.587], [-0.396, -6.570, 1.287], [-0.217, -6.624, -1.075], [0.972, -6.642, -2.384], [-0.490, -5.641, -2.513], [1.989, -5.680, 1.021], [3.115, -4.434, 0.476], [3.067, -6.003, -0.347], [1.471, -3.368, -3.224], [2.905, -4.337, -2.825], [2.616, -2.783, -2.020], [-3.158, -1.081, -0.256], [-4.542, -0.858, -1.835], [-5.280, -1.998, -2.139], [-6.234, -1.957, -3.148], [-6.438, -0.786, -3.863], [-5.686, 0.343, -3.573], [-4.736, 0.310, -2.561], [-4.566, -0.632, 1.276], [-5.488, -1.637, 1.563], [-6.420, -1.464, 2.576], [-6.429, -0.293, 3.321], [-5.509, 0.707, 3.046], [-4.580, 0.540, 2.024], [-5.107, -2.922, -1.599], [-6.808, -2.845, -3.379], [-7.178, -0.756, -4.652], [-5.836, 1.256, -4.136], [-4.152, 1.190, -2.347], [-5.473, -2.564, 1.003], [-7.130, -2.253, 2.792], [-7.153, -0.162, 4.116], [-5.515, 1.625, 3.620], [-3.882, 1.337, 1.814]],
  "mulliken_charge": [-0.27, -0.84, -0.44, -0.10, 0.19, -0.72, -1.38, 2.35, 0.46, -2.19, 0.59, -0.73, -0.69, -1.00, -0.78, 1.15, 0.42, 0.25, 0.08, 0.47, 0.19, 0.28, 0.16, 0.48, 0.39, 0.54, 0.43, 0.50, 0.42, -0.65, -0.03, -0.92, 1.22, -0.22, -0.60, -0.76, -1.02, -0.53, 1.38, 0.39, -0.06, 0.26, 0.34, 0.33, 0.20, -1.59, 0.92, 0.43, 0.38, 0.45, 0.41, -0.37, 0.29, -0.58, -1.20, 0.44, -0.26, -1.07, -1.00, -0.48, 0.37, -0.36, 0.29, 0.32, 0.33, -0.15, 0.36, 0.27, 0.28, 0.24, 0.38, 0.27, 0.27, 0.23, 0.37, 0.30, 0.48, -0.36, -0.19, 0.35, -0.27, -0.76, -0.57, -0.73, 0.10, 0.78, -0.52, -0.70, -0.67, -0.78, 0.23, 0.21, 0.43, 0.37, 0.44, 0.40, 0.30, 0.44, 0.38, 0.48, 0.09],
  "spin_multiplicity": 2,
  "s2": 0.760,
  "orbital_gap_ev": [5.1, 4.6],
  "energy_ev": -143984.3691,
  "e_homo_ev": [-5.8, -5.7]
}

3.
{
  "formula": "C3H5NOS",
  "method": "wB97M-V/def2-TZVPD",
  "elements": ["C", "C", "C", "N", "O", "S", "H", "H", "H", "H", "H"],
  "xyz": [[0.139, -0.383, 0.454], [-0.090, 1.049, -0.046], [-1.055, -0.743, -0.437], [-1.280, 0.649, -0.780], [-3.689, -0.115, -0.117], [-2.378, 0.041, 0.431], [0.999, -0.807, 0.257], [-0.232, -0.507, 1.476], [-0.177, 1.866, 0.813], [0.524, 1.368, -0.796], [-1.179, -1.787, -1.220]],
  "mulliken_charge": [-0.71, -0.23, 0.06, -0.36, -0.56, 0.42, 0.37, 0.22, 0.20, 0.32, 0.29],
  "orbital_gap_ev": 10.2,
  "energy_ev": -17560.6681,
  "e_homo_ev": -9.4
}

4.
{
  "formula": "C31H21F5FeN8O3S2",
  "method": "wB97M-V/def2-TZVPD",
  "elements": ["Fe", "N", "C", "S", "N", "N", "C", "C", "C", "C", "C", "C", "C", "O", "H", "H", "H", "H", "H", "H", "H", "O", "N", "N", "O", "C", "C", "C", "C", "C", "C", "H", "H", "H", "H", "H", "C", "C", "N", "C", "C", "C", "C", "C", "C", "C", "C", "N", "C", "N", "H", "H", "H", "H", "H", "H", "H", "H", "H", "F", "C", "C", "F", "C", "F", "C", "S", "C", "F", "C", "F"],
  "xyz": [[-0.353, -1.158, -0.460], [-1.864, -5.115, 0.230], [-1.285, -3.855, 0.401], [0.338, -3.640, -0.203], [-2.002, -2.975, 1.021], [-1.309, -1.765, 1.131], [-1.292, -1.227, 2.290], [-0.433, -0.129, 2.674], [-0.574, 0.383, 3.969], [0.258, 1.361, 4.472], [1.279, 1.847, 3.646], [1.452, 1.356, 2.374], [0.609, 0.350, 1.830], [0.836, -0.073, 0.633], [-1.481, -5.594, -0.567], [-2.873, -5.065, 0.229], [-1.901, -1.691, 3.067], [-1.382, -0.004, 4.582], [0.113, 1.756, 5.470], [1.935, 2.633, 4.007], [2.228, 1.746, 1.724], [-1.665, -2.021, -1.783], [-2.541, -1.247, -2.269], [-2.418, -0.024, -1.904], [-1.437, 0.398, -1.143], [-3.338, 0.938, -2.419], [-3.164, 2.272, -2.069], [-4.037, 3.218, -2.591], [-5.068, 2.846, -3.439], [-5.237, 1.505, -3.763], [-4.380, 0.545, -3.255], [-2.387, 2.539, -1.364], [-3.911, 4.255, -2.305], [-5.746, 3.593, -3.837], [-6.051, 1.200, -4.412], [-4.504, -0.501, -3.496], [1.903, 0.646, -3.677], [0.854, 0.143, -2.926], [1.035, -0.738, -1.944], [2.266, -1.164, -1.687], [3.384, -0.731, -2.394], [3.186, 0.218, -3.390], [4.746, -1.147, -2.044], [5.205, -2.292, -1.539], [4.519, -3.582, -1.375], [5.034, -4.537, -0.502], [4.398, -5.761, -0.455], [3.335, -6.048, -1.198], [2.904, -5.057, -1.975], [3.446, -3.856, -2.117], [1.711, 1.381, -4.446], [-0.163, 0.479, -3.070], [2.353, -1.844, -0.851], [4.036, 0.615, -3.935], [5.490, -0.367, -2.184], [6.248, -2.307, -1.242], [5.898, -4.326, 0.113], [4.753, -6.546, 0.204], [2.013, -5.251, -2.560], [-0.059, 6.033, 5.519], [-0.639, 5.264, 4.565], [-1.698, 4.431, 4.871], [-2.145, 4.379, 6.147], [-2.281, 3.651, 3.895], [-3.295, 2.861, 4.290], [-1.865, 3.640, 2.550], [-2.569, 2.637, 1.348], [-0.788, 4.509, 2.293], [-0.283, 4.604, 1.051], [-0.191, 5.296, 3.258], [0.843, 6.107, 2.938]],
  "mulliken_charge": [-0.05, -0.58, 0.39, -0.38, -1.28, 1.12, -0.72, 1.14, -0.71, -0.75, -0.49, -0.86, 0.42, -0.34, 0.25, 0.27, 0.28, 0.28, 0.44, 0.38, 0.32, -0.24, -0.83, 1.05, -0.48, 0.41, -0.37, -0.78, -0.43, -0.44, -0.42, 0.55, 0.37, 0.36, 0.34, 0.43, -1.03, -0.09, 0.49, -0.05, 0.05, -0.33, -0.82, -0.68, 1.08, -0.67, -0.16, -0.58, -0.23, -0.31, 0.40, 0.30, 0.70, 0.43, 0.33, 0.30, 0.37, 0.38, 0.44, -0.37, 0.75, 0.11, -0.37, 0.18, -0.45, 0.21, -0.38, 0.06, -0.42, 0.12, -0.37],
  "orbital_gap_ev": [4.8, 4.8],
  "total_charge": -2,
  "energy_ev": -120194.7983,
  "e_homo_ev": [-1.2, -1.2]
}

Computed max |F| (hartree/bohr) in order:
0.04070, 0.04021, 0.09766, 0.02040
Computed ΔE to the lowest compared entry with this formula, charge and spin (kcal per mole) in order:
29.87, 36.82, 106.06, 19.49